No. 1
Here is a molecular structure, C28H34BBr2N6O4SSr from the OMol25 dataset. Energies are from ωB97M-V/def2-TZVPD.

Atoms and positions in Å:
Sr (0.37, 0.85, 0.12)
O (3.24, 2.20, -3.34)
C (2.58, 2.14, -2.30)
N (2.60, 1.40, -1.16)
C (3.51, 0.30, -1.03)
C (4.34, -0.10, -2.07)
C (5.23, -1.14, -1.91)
C (5.28, -1.84, -0.67)
C (4.32, -1.47, 0.36)
C (3.40, -0.45, 0.14)
N (2.43, -0.16, 1.10)
C (2.60, -0.36, 2.42)
O (3.55, -0.83, 3.05)
C (1.42, 0.09, 3.31)
C (1.72, -0.06, 4.73)
C (0.77, 0.39, 5.58)
C (-0.48, 0.85, 5.10)
C (-0.71, 0.87, 3.78)
N (0.23, 0.51, 2.87)
C (1.61, 3.38, -2.10)
C (1.92, 4.57, -2.78)
C (1.11, 5.64, -2.65)
C (-0.06, 5.57, -1.96)
C (-0.27, 4.33, -1.29)
N (0.53, 3.26, -1.39)
H (4.31, 0.41, -3.00)
H (6.06, -1.26, -2.64)
H (5.97, -2.61, -0.41)
H (4.29, -1.98, 1.30)
H (2.68, -0.45, 5.08)
H (0.68, 0.34, 6.65)
H (-1.27, 1.12, 5.75)
H (-1.64, 1.29, 3.28)
H (2.79, 4.59, -3.43)
H (1.39, 6.60, -3.04)
H (-0.83, 6.30, -1.85)
H (-1.19, 4.31, -0.69)
Br (-4.50, -2.41, 3.34)
C (-2.74, -1.66, 2.99)
Br (-1.56, -3.06, 2.26)
H (-2.25, -1.37, 3.92)
H (-2.68, -0.83, 2.31)
C (2.25, -5.09, -1.38)
N (0.97, -4.50, -1.08)
C (0.95, -3.28, -0.55)
S (-0.12, -2.07, -1.16)
N (1.76, -3.03, 0.49)
C (2.36, -4.03, 1.36)
H (2.19, -5.65, -2.37)
H (2.53, -5.83, -0.59)
H (3.09, -4.47, -1.57)
H (0.39, -4.44, -1.88)
H (1.83, -2.03, 0.68)
H (3.26, -4.39, 0.95)
H (1.62, -4.84, 1.53)
H (2.46, -3.76, 2.39)
C (-5.79, 1.02, -0.70)
C (-4.39, 0.55, -0.56)
C (-4.45, -0.97, -0.58)
O (-3.84, 0.96, 0.71)
B (-2.46, 1.24, 0.62)
O (-2.14, 1.38, -0.74)
C (-3.38, 1.23, -1.50)
C (-3.04, 0.62, -2.80)
C (-3.87, 2.62, -1.89)
H (-6.41, 0.54, 0.01)
H (-6.14, 0.88, -1.72)
H (-5.86, 2.05, -0.42)
H (-4.84, -1.33, 0.37)
H (-3.46, -1.48, -0.63)
H (-5.16, -1.44, -1.23)
H (-2.55, -0.39, -2.78)
H (-2.56, 1.37, -3.48)
H (-3.96, 0.41, -3.28)
H (-4.27, 3.21, -1.09)
H (-4.73, 2.61, -2.59)
H (-2.95, 3.10, -2.26)

Results
HOMO-LUMO gap = 5.99 eV
HOMO = -3.674 eV
Charge = -1
Energy above the lowest of the compared OMol25 structures with the same formula, charge and spin = 64.8 kcal per mole

***

No. 2
Here is 3 unconnected molecules or ions with the total composition C28H34BBrF6NO5 from the OMol25 dataset. Energies are from ωB97M-V/def2-TZVPD.

Atoms and positions in Å:
O (-1.00, 1.00, -0.35)
B (-0.18, 0.10, -1.14)
O (1.15, -0.20, -0.73)
C (-0.92, -0.54, -2.47)
C (-1.24, 0.55, -3.54)
C (-0.82, 2.12, -3.36)
O (0.56, 2.32, -3.72)
C (1.33, 2.86, -2.64)
C (2.67, 2.09, -2.31)
C (3.66, 2.51, -1.20)
C (3.32, 3.78, -0.37)
C (1.99, 4.54, -0.67)
C (0.99, 4.11, -1.79)
C (-1.98, 0.19, -4.89)
C (-2.35, -1.31, -4.99)
Br (-3.33, -1.90, -6.62)
C (-1.97, -2.33, -3.85)
F (-2.43, -3.62, -4.15)
N (-1.26, -1.96, -2.63)
C (-0.89, -2.96, -1.59)
F (0.52, -2.98, -1.31)
F (-1.11, -4.32, -1.95)
C (-1.76, -2.80, -0.23)
C (-3.31, -2.87, -0.44)
C (-4.31, -2.78, 0.75)
C (-3.67, -2.61, 2.17)
C (-2.12, -2.53, 2.37)
C (-1.63, -2.37, 3.90)
F (-2.02, -3.58, 4.56)
F (-0.25, -2.12, 4.03)
F (-2.44, -1.33, 4.48)
C (-1.11, -2.62, 1.17)
H (-1.87, 1.11, -0.82)
H (1.19, 0.10, 0.22)
H (-1.13, 2.55, -2.35)
H (-1.45, 2.70, -4.14)
H (2.94, 1.16, -2.93)
H (4.59, 1.86, -1.04)
H (4.07, 4.11, 0.43)
H (1.78, 5.45, 0.00)
H (0.00, 4.66, -2.01)
H (-2.25, 0.98, -5.68)
H (-3.74, -3.00, -1.49)
H (-5.43, -2.86, 0.56)
H (-4.37, -2.57, 3.06)
H (0.02, -2.58, 1.32)
C (-1.81, -7.15, 1.80)
C (-2.61, -6.61, 2.98)
O (-3.90, -6.14, 2.62)
C (-4.79, -7.11, 2.06)
C (-5.10, -8.26, 3.00)
H (-1.77, -6.41, 0.99)
H (-0.79, -7.39, 2.11)
H (-2.26, -8.05, 1.39)
H (-2.08, -5.75, 3.39)
H (-2.68, -7.35, 3.78)
H (-4.41, -7.46, 1.10)
H (-5.72, -6.57, 1.84)
H (-4.21, -8.87, 3.19)
H (-5.87, -8.91, 2.56)
H (-5.45, -7.89, 3.96)
C (4.73, 8.89, -0.48)
C (4.44, 8.29, 0.88)
O (4.86, 6.94, 1.01)
C (6.26, 6.69, 0.85)
C (7.12, 7.40, 1.88)
H (4.32, 8.26, -1.27)
H (4.29, 9.88, -0.56)
H (5.80, 8.98, -0.66)
H (3.36, 8.29, 1.05)
H (4.87, 8.89, 1.68)
H (6.57, 6.94, -0.17)
H (6.39, 5.61, 0.97)
H (7.08, 8.49, 1.75)
H (8.16, 7.09, 1.78)
H (6.78, 7.18, 2.89)

Results
HOMO-LUMO gap = 5.31 eV
HOMO = -10.828 eV
Charge = +1
Energy above the lowest of the compared OMol25 structures with the same formula, charge and spin = 324.1 kcal per mole

***

No. 3
Here is a molecular structure, C28H34IN4PRh from the OMol25 dataset. Energies are from ωB97M-V/def2-TZVPD.

Atoms and positions in Å:
Rh (1.01, 0.65, -0.09)
N (1.44, 3.12, -1.59)
C (2.86, 3.45, -1.42)
C (3.68, 2.19, -1.37)
N (3.26, 1.22, -0.31)
C (3.92, -0.07, -0.66)
C (3.52, -1.13, 0.31)
N (2.03, -1.14, 0.42)
C (3.68, 1.71, 1.03)
C (2.71, 1.32, 2.14)
N (1.32, 1.54, 1.66)
H (1.24, 2.88, -2.56)
H (0.92, 3.99, -1.46)
H (2.97, 4.03, -0.50)
H (3.26, 4.07, -2.23)
H (4.73, 2.43, -1.22)
H (3.59, 1.67, -2.33)
H (5.00, 0.05, -0.68)
H (3.59, -0.34, -1.67)
H (3.95, -0.95, 1.29)
H (3.88, -2.11, -0.02)
H (1.75, -1.47, 1.34)
H (1.67, -1.83, -0.23)
H (3.74, 2.80, 0.99)
H (4.69, 1.36, 1.28)
H (2.90, 1.93, 3.03)
H (2.79, 0.28, 2.45)
H (1.17, 2.54, 1.51)
H (0.64, 1.25, 2.36)
I (-1.19, 2.65, -0.36)
C (-3.13, 2.06, 0.15)
C (-4.00, 3.08, 0.38)
C (-5.37, 2.81, 0.54)
C (-5.81, 1.53, 0.42)
C (-4.91, 0.46, 0.18)
C (-5.42, -0.85, 0.03)
C (-4.59, -1.90, -0.22)
C (-3.21, -1.68, -0.26)
C (-2.65, -0.43, -0.09)
P (-0.85, -0.64, 0.02)
C (-0.31, -1.24, -1.60)
C (0.35, -2.45, -1.90)
C (0.71, -2.74, -3.21)
C (0.42, -1.84, -4.23)
C (-0.23, -0.64, -3.95)
C (-0.60, -0.35, -2.65)
C (-0.70, -1.73, 1.45)
C (-0.58, -3.12, 1.44)
C (-0.56, -3.82, 2.64)
C (-0.67, -3.15, 3.85)
C (-0.83, -1.77, 3.87)
C (-0.84, -1.06, 2.67)
C (-3.51, 0.70, 0.08)
H (-3.65, 4.11, 0.42)
H (-6.06, 3.62, 0.72)
H (-6.86, 1.30, 0.50)
H (-6.49, -1.00, 0.10)
H (-4.98, -2.90, -0.36)
H (-2.57, -2.55, -0.41)
H (0.55, -3.19, -1.14)
H (1.19, -3.68, -3.43)
H (0.69, -2.08, -5.25)
H (-0.47, 0.04, -4.75)
H (-1.16, 0.56, -2.45)
H (-0.53, -3.67, 0.51)
H (-0.46, -4.90, 2.62)
H (-0.67, -3.71, 4.78)
H (-0.96, -1.25, 4.81)
H (-1.04, 0.01, 2.69)

Results
HOMO-LUMO gap = 5.75 eV
HOMO = -16.199 eV
Charge = +3